--- P ---
Below is C4H14N4 as an isolated structure, with properties calculated with ωB97M-V/def2-TZVPD.

Calculated values
HOMO energy = -0.2480 Eh

Positions of all 22 atoms, in Å:
C (0.215, -1.211, 2.060)
C (0.622, -2.149, -0.090)
N (0.153, -1.001, 0.638)
H (-0.793, -0.226, 0.100)
H (-0.174, -0.334, 2.594)
H (0.565, -1.959, -1.170)
H (-0.362, -2.088, 2.405)
H (1.251, -1.365, 2.419)
H (0.039, -3.066, 0.107)
H (1.680, -2.389, 0.133)
C (0.044, 1.568, -0.445)
N (0.395, 2.217, 0.691)
N (0.995, 1.359, -1.385)
N (-1.781, 0.678, -1.862)
C (-1.258, 0.995, -0.582)
H (0.715, 0.714, -2.111)
H (1.920, 1.155, -1.026)
H (1.383, 2.258, 0.898)
H (-0.376, 2.493, 1.284)
H (-1.825, -0.317, -2.043)
H (-1.400, 1.177, -2.655)
H (-2.008, 1.491, 0.039)

=====

--- Q ---
Below is one molecule with the formula C4H14N4, with properties calculated with ωB97M-V/def2-TZVPD.

Calculated values
HOMO energy = -0.2879 Eh

Positions of all 22 atoms, in Å:
C (1.438, -0.756, -1.404)
N (-0.005, -0.628, -1.380)
C (-0.454, 0.523, -2.143)
C (-0.697, -0.824, 0.008)
C (-0.240, 0.141, 1.113)
N (1.043, -0.100, 1.633)
N (-0.396, 1.508, 0.831)
N (-1.279, -0.241, 2.220)
H (1.949, 0.103, -0.945)
H (1.808, -0.838, -2.434)
H (1.756, -1.670, -0.889)
H (-1.548, 0.594, -2.140)
H (-0.043, 1.471, -1.772)
H (-0.157, 0.429, -3.195)
H (-0.475, -1.856, 0.289)
H (-1.767, -0.724, -0.191)
H (1.384, 0.357, 2.470)
H (1.636, -0.820, 1.237)
H (0.294, 2.188, 1.123)
H (-1.161, 1.828, 0.249)
H (-1.658, 0.512, 2.789)
H (-1.428, -1.198, 2.532)

=====

--- R ---
Below is one molecule with the formula C4H14N4, with properties calculated with ωB97M-V/def2-TZVPD.

Calculated values
HOMO energy = -0.2547 Eh

Positions of all 22 atoms, in Å:
C (1.792, -0.502, 1.708)
N (0.867, -0.835, 0.635)
C (-0.556, -0.686, 0.835)
N (-1.131, -1.916, 1.275)
N (-1.190, -0.300, -0.409)
N (-0.542, 0.401, -1.455)
C (0.993, 0.950, -1.091)
C (-1.372, 1.515, -1.899)
H (1.655, -1.175, 2.558)
H (1.620, 0.531, 2.021)
H (2.814, -0.597, 1.337)
H (1.136, -1.470, -0.108)
H (-0.736, 0.074, 1.608)
H (-0.776, -2.355, 2.116)
H (-1.601, -2.524, 0.614)
H (-2.190, -0.118, -0.348)
H (1.271, 1.436, -2.029)
H (0.821, 1.716, -0.335)
H (1.923, 0.394, -0.960)
H (-2.358, 1.177, -2.243)
H (-1.535, 2.247, -1.089)
H (-0.904, 2.035, -2.741)

=====

Which structure is the most stable? The one labeled Q.

=====

--- P ---
Below is C9H26IN2O3 as an isolated structure, with properties calculated with ωB97M-V/def2-TZVPD.

Calculated values
charge = -1
HOMO energy = -0.1086 Eh

Positions of all 41 atoms, in Å:
I (-19.014, 19.420, 8.677)
C (-22.213, 18.021, 6.806)
C (-20.872, 17.760, 6.066)
C (-20.997, 17.649, 4.516)
O (-19.774, 17.312, 3.786)
C (-19.871, 17.139, 2.429)
N (-19.941, 18.801, 6.475)
H (-23.082, 17.367, 6.736)
H (-22.557, 19.014, 6.517)
H (-21.908, 18.087, 7.851)
H (-20.579, 16.753, 6.361)
H (-21.389, 18.586, 4.120)
H (-21.783, 16.955, 4.220)
H (-18.858, 17.354, 2.089)
H (-20.516, 17.851, 1.913)
H (-20.260, 16.137, 2.251)
H (-20.332, 19.724, 6.356)
H (-20.014, 18.827, 7.482)
C (-15.406, 19.159, 8.646)
C (-16.124, 19.085, 7.319)
C (-15.308, 18.944, 6.061)
O (-16.144, 18.955, 4.892)
C (-15.464, 19.189, 3.725)
N (-17.040, 17.927, 7.514)
H (-14.786, 18.269, 8.752)
H (-16.018, 19.301, 9.537)
H (-14.697, 19.970, 8.808)
H (-16.717, 19.997, 7.254)
H (-14.789, 17.986, 6.031)
H (-14.555, 19.732, 6.066)
H (-15.209, 20.246, 3.641)
H (-15.966, 18.786, 2.845)
H (-14.514, 18.662, 3.640)
H (-17.610, 18.224, 8.293)
H (-16.475, 17.168, 7.865)
C (-17.892, 21.093, 5.877)
O (-18.375, 19.771, 6.184)
H (-18.632, 21.879, 5.729)
H (-17.174, 21.573, 6.541)
H (-17.335, 20.963, 4.948)
H (-18.649, 19.824, 7.103)

=====

--- Q ---
Below is a 4-piece molecular cluster, C9H26IN2O3 overall, with properties calculated with ωB97M-V/def2-TZVPD.

Calculated values
charge = -1
HOMO energy = -0.1655 Eh

Positions of all 41 atoms, in Å:
I (7.255, 24.576, 9.624)
C (9.110, 20.775, 8.507)
O (8.211, 20.914, 9.589)
H (8.637, 20.262, 7.663)
H (9.510, 21.747, 8.206)
H (9.972, 20.173, 8.809)
H (7.767, 21.765, 9.470)
C (2.143, 24.737, 11.366)
C (3.414, 24.408, 12.115)
C (3.935, 23.031, 11.686)
O (3.092, 21.917, 12.003)
C (2.962, 21.690, 13.364)
N (4.458, 25.430, 11.864)
H (1.587, 25.537, 11.864)
H (1.483, 23.868, 11.287)
H (2.301, 25.089, 10.343)
H (3.204, 24.367, 13.187)
H (4.938, 22.843, 12.097)
H (4.055, 23.006, 10.600)
H (2.403, 22.493, 13.876)
H (3.914, 21.507, 13.874)
H (2.294, 20.836, 13.521)
H (4.970, 25.089, 11.042)
H (5.163, 25.265, 12.583)
C (3.433, 23.282, 5.324)
C (4.036, 23.648, 6.690)
C (4.512, 22.453, 7.486)
O (3.470, 21.967, 8.308)
C (3.922, 20.974, 9.208)
N (5.162, 24.607, 6.443)
H (3.953, 22.405, 4.933)
H (3.468, 24.114, 4.625)
H (2.380, 23.011, 5.452)
H (3.288, 24.185, 7.275)
H (5.408, 22.688, 8.073)
H (4.848, 21.640, 6.808)
H (4.925, 21.206, 9.580)
H (3.901, 19.999, 8.708)
H (3.275, 20.966, 10.086)
H (5.886, 24.042, 5.997)
H (5.558, 24.797, 7.365)

=====

Which structure is the most stable? The one labeled Q.